Entry 1:
{"formula": "CH3BrN2O", "method": "wB97M-V/def2-TZVPD", "gap_ev": [7.3, 9.5], "homo_ha": [-0.301, -0.344], "e_above_lowest_kcal_mol": 71.5, "lumo_ev": [-0.85, 0.15], "symbols": ["C", "N", "N", "O", "Br", "H", "H", "H"], "xyz": [[1.319, 0.830, -0.098], [-1.847, -0.376, 0.007], [-0.807, -0.991, 0.119], [-2.254, 0.751, -0.029], [3.082, 0.291, 0.004], [0.693, 0.929, 0.903], [0.682, 0.579, -1.009], [-0.867, -2.013, 0.103]], "atomic_forces_ev_per_a": [[-2.90, -0.02, 0.97], [-1.94, -1.22, -0.20], [1.27, 0.63, 0.23], [1.09, -0.12, 0.11], [-0.10, -0.03, -0.05], [1.81, -0.10, -2.22], [1.48, 0.47, 1.24], [-0.70, 0.39, -0.08]], "mulliken_charge": [-0.43, 0.49, -0.34, -0.41, -0.08, 0.25, 0.27, 0.25]}

***

Entry 2:
{"formula": "C4H7NO2", "method": "wB97M-V/def2-TZVPD", "gap_ev": 8.9, "homo_ha": -0.299, "e_above_lowest_kcal_mol": 69.3, "smiles": "N/C(O)=C\\CC=O", "lumo_ev": 0.79, "symbols": ["N", "C", "O", "C", "C", "C", "O", "H", "H", "H", "H", "H", "H", "H"], "xyz": [[1.454, 0.891, 0.723], [0.944, 0.008, -0.224], [1.706, -0.077, -1.358], [0.065, -1.006, 0.102], [-1.135, -0.523, 0.856], [-1.476, 0.379, -0.321], [-2.103, -0.112, -1.286], [0.907, 1.731, 0.830], [2.436, 1.089, 0.597], [1.248, -0.676, -1.971], [0.005, -1.907, -0.492], [-0.862, 0.046, 1.743], [-1.867, -1.313, 1.005], [-1.322, 1.470, -0.204]], "atomic_forces_ev_per_a": [[-0.63, 0.91, 0.19], [1.17, -3.03, 0.20], [-0.11, -0.12, 0.04], [1.18, 1.51, -0.22], [0.32, 0.27, -0.32], [-3.72, -2.07, -0.98], [1.38, 1.75, 1.55], [0.22, 0.25, 0.06], [-0.09, 0.12, -0.29], [0.27, 0.23, 0.20], [-0.34, 0.32, -0.50], [-0.12, -0.16, 0.21], [-0.07, 0.26, 0.15], [0.55, -0.23, -0.31]], "mulliken_charge": [-0.50, 0.59, -0.55, -0.57, -0.51, 0.07, -0.58, 0.21, 0.27, 0.36, 0.32, 0.26, 0.31, 0.33]}

***

Entry 3:
{"formula": "C6H7N", "method": "wB97M-V/def2-TZVPD", "gap_ev": 8.9, "homo_ha": -0.290, "e_above_lowest_kcal_mol": 26.3, "smiles": "C=Cc1cc[nH]c1", "lumo_ev": 0.99, "symbols": ["C", "C", "C", "C", "C", "N", "C", "H", "H", "H", "H", "H", "H", "H"], "xyz": [[0.177, -2.637, -0.506], [0.755, -1.453, -0.737], [0.216, -0.204, -0.202], [0.683, 1.096, -0.557], [-0.031, 2.017, 0.155], [-0.909, 1.342, 0.968], [-0.758, 0.004, 0.766], [0.650, -3.510, -0.946], [-0.723, -2.838, 0.052], [1.625, -1.354, -1.368], [1.391, 1.372, -1.323], [0.114, 3.083, 0.206], [-1.555, 1.645, 1.682], [-1.317, -0.859, 1.090]], "atomic_forces_ev_per_a": [[1.17, -0.36, -0.87], [-1.48, -0.13, 0.69], [0.31, 1.12, 0.26], [-0.24, 0.21, -0.24], [0.14, 0.24, 0.41], [-0.51, -0.95, 0.44], [1.03, -1.35, -1.58], [-0.15, -0.06, 0.09], [-0.10, 0.35, 0.18], [0.15, -0.20, -0.01], [0.16, -0.19, 0.11], [-0.27, 0.01, 0.02], [0.33, 0.62, -0.37], [-0.54, 0.69, 0.88]], "mulliken_charge": [-0.87, -0.15, 0.71, -0.62, -0.50, -0.02, -0.52, 0.24, 0.21, 0.29, 0.36, 0.38, 0.21, 0.27]}

***

Please write out number 1 again, unchanged.
{"formula": "CH3BrN2O", "method": "wB97M-V/def2-TZVPD", "gap_ev": [7.3, 9.5], "homo_ha": [-0.301, -0.344], "e_above_lowest_kcal_mol": 71.5, "lumo_ev": [-0.85, 0.15], "symbols": ["C", "N", "N", "O", "Br", "H", "H", "H"], "xyz": [[1.319, 0.830, -0.098], [-1.847, -0.376, 0.007], [-0.807, -0.991, 0.119], [-2.254, 0.751, -0.029], [3.082, 0.291, 0.004], [0.693, 0.929, 0.903], [0.682, 0.579, -1.009], [-0.867, -2.013, 0.103]], "atomic_forces_ev_per_a": [[-2.90, -0.02, 0.97], [-1.94, -1.22, -0.20], [1.27, 0.63, 0.23], [1.09, -0.12, 0.11], [-0.10, -0.03, -0.05], [1.81, -0.10, -2.22], [1.48, 0.47, 1.24], [-0.70, 0.39, -0.08]], "mulliken_charge": [-0.43, 0.49, -0.34, -0.41, -0.08, 0.25, 0.27, 0.25]}